26
Properties=species:S:1:pos:R:3:forces:R:3 method="wB97M-V/def2-TZVPD" e_above_lowest_kj_mol=246.98 largest_force_ev_per_a=4.65 total_charge=+1 gap_ev=10.740 e_tot_ev=-80531.3737 smiles="C=NCC[N+](C)(C)[C@H](C)Br" homo_ev=-13.373
C -0.539768 2.025734 0.560352 3.509 -0.251 1.393
C 1.352568 2.789625 -0.682639 -2.942 -0.518 -1.620
C -0.384119 0.619321 1.258617 -0.690 0.564 2.315
C 0.747474 -0.546348 -0.577197 0.254 -1.038 -0.365
C 0.819113 -1.632418 -1.601644 0.628 -1.994 -3.057
C -0.200047 -1.800983 1.290858 -0.834 -0.362 3.315
C -1.711471 -0.644713 -0.318640 -1.862 -3.423 -2.529
N 0.313148 2.062814 -0.600381 0.106 0.831 -0.586
N -0.403675 -0.641889 0.384818 0.346 0.696 0.450
Br 2.451943 -0.695255 0.352670 0.318 0.800 -0.087
H -1.516520 2.179278 0.214746 -1.484 0.352 -0.183
H -0.152410 2.867965 1.254606 -1.194 -1.484 -0.385
H 1.604717 3.515677 0.002653 0.914 1.328 2.081
H 1.621202 2.960224 -1.696159 1.415 -0.361 -0.719
H 0.512167 0.590230 1.966143 -1.083 -0.076 -1.353
H -1.294978 0.478352 1.908280 0.977 0.194 -0.490
H 1.122917 -2.650293 -1.278860 0.066 0.775 0.731
H 1.693985 -1.394150 -2.348800 -1.947 -0.120 1.258
H -0.103487 -1.957939 -2.195130 0.995 1.432 0.594
H -0.060478 -2.847220 0.967276 -1.452 0.602 -1.158
H 0.848043 -1.764185 1.666435 -1.174 0.934 0.552
H -1.028816 -1.655452 2.137123 2.068 -0.846 -1.749
H -1.749232 -1.637369 -0.941545 0.265 1.750 1.132
H -2.625232 -0.809694 0.313147 1.319 0.711 0.122
H -1.924332 0.113874 -1.110664 0.868 -0.030 1.142
H 0.607288 0.474807 -0.926077 0.614 -0.465 -0.803

***

26
Properties=species:S:1:pos:R:3:forces:R:3 method="wB97M-V/def2-TZVPD" e_above_lowest_kj_mol=0.00 largest_force_ev_per_a=1.29 total_charge=0 gap_ev=9.589 e_tot_ev=-29410.5638 smiles="C=C[Si@@](Cl)(CCC)N(C)C" homo_ev=-8.700
C 0.289532 -2.618365 -1.858811 -0.043 0.073 -0.013
C 0.964846 -2.310212 -0.761299 0.069 0.433 0.624
C 1.129029 3.343696 -0.703486 -0.055 -0.104 0.194
C -1.332470 -1.542629 2.096668 0.073 -0.035 -0.062
C -2.078527 -0.225351 0.245941 0.099 -0.055 0.007
C 0.843761 2.103838 0.135738 0.008 -0.001 -0.132
C 0.982964 0.822261 -0.684984 -0.129 -0.467 0.513
N -0.936340 -0.682964 1.002827 0.427 -0.004 -0.108
Si 0.640292 -0.771335 0.301307 -0.557 0.334 -1.116
Cl 1.936380 -0.879541 1.868638 0.529 -0.055 0.437
H 0.484597 -3.514915 -2.427175 0.059 -0.154 -0.092
H -0.492289 -1.982419 -2.242153 -0.226 0.162 -0.109
H 1.737506 -2.995013 -0.431418 0.108 -0.103 0.021
H 0.431048 3.411715 -1.536050 -0.045 0.043 -0.105
H 1.033789 4.244647 -0.101546 0.010 0.139 -0.009
H 2.138620 3.306030 -1.107602 0.099 0.039 -0.073
H -0.460168 -1.831193 2.675309 -0.020 -0.069 0.137
H -2.025236 -1.005650 2.749230 -0.029 -0.038 0.089
H -1.831118 -2.449365 1.735223 -0.057 -0.071 0.052
H -1.758822 0.438024 -0.551112 -0.063 0.145 -0.149
H -2.629347 -1.064419 -0.195289 -0.100 0.013 -0.070
H -2.759914 0.319320 0.905021 -0.079 0.061 -0.054
H 1.539034 2.068470 0.976242 -0.065 0.002 0.104
H -0.165352 2.167734 0.546740 -0.010 0.000 0.122
H 1.996432 0.771451 -1.087123 0.094 -0.174 -0.053
H 0.321755 0.876188 -1.550836 -0.096 -0.115 -0.153